1.
C2H7O3SSi | ωB97M-V/def2-TZVPD

The geometry in XYZ format:
```
14
Properties=species:S:1:pos:R:3:forces:R:3
C -1.03427 -0.27232 1.74004 -0.52 -0.37 -0.64
O 0.05695 0.47295 1.41711 1.72 0.51 0.48
Si 1.03719 0.30812 0.03033 -1.24 1.37 0.56
C 0.36942 -1.23651 -0.73380 1.67 -3.17 1.00
O 2.47417 0.74192 0.34578 0.59 -0.30 -0.47
O 0.08185 1.34570 -1.01007 0.51 -0.39 0.67
S 0.69936 1.88203 -2.41130 -1.18 1.67 0.12
H -0.86831 -1.32962 1.60420 0.11 -0.73 0.40
H -1.74096 -0.02510 0.99556 -1.82 0.08 -0.76
H -1.50465 -0.10330 2.70990 0.48 0.32 0.31
H 0.34569 -1.98013 0.16479 0.32 0.65 -1.67
H -0.65558 -1.08021 -0.92467 -1.26 0.34 -0.48
H 0.83895 -1.75307 -1.63504 -0.41 0.80 1.27
H -0.09982 3.02953 -2.29282 1.03 -0.77 -0.80
```
Positions in Å, forces in eV/Å.

Its HOMO energy is -4.301 eV. Its net charge is -1. For the LUMO energy, the calculation gives 3.35 eV. The calculation puts the frontier orbital gap at 7.6535 eV. As for the relative energy (zero: lowest compared OMol25 entry of this formula, charge and spin): 0.019 eV. As for the SMILES: CO[Si@](C)([O-])OS. The strongest force on any atom is 0.07236 Eh/bohr. The value obtained for the molar mass is 139.23 g/mol.

2.
C9H13Br | ωB97M-V/def2-TZVPD

The geometry in XYZ format:
```
23
Properties=species:S:1:pos:R:3:forces:R:3
Br 1.85671 0.90534 -4.29216 -0.07 0.08 0.18
C 1.37758 1.01232 -2.51723 -3.25 0.86 4.33
C 0.46966 1.24609 -1.48209 1.09 0.13 -4.98
C -0.90712 1.74870 -1.17246 -0.24 -1.73 2.86
C -1.80573 0.51360 -0.67021 1.46 0.69 -1.36
C -1.14084 -0.06829 0.60996 -4.12 0.38 -0.21
C -0.14449 -1.10939 0.45661 1.93 -1.18 2.45
C 1.33335 -0.81499 0.72822 -0.08 -0.23 -0.11
C 2.19821 -0.31423 -0.42523 -1.87 -0.42 -0.88
C 1.83989 0.96809 -1.07683 1.12 1.83 0.51
H -0.95687 2.34836 -0.20248 0.59 0.09 -1.68
H -1.25487 2.24116 -2.04423 -0.69 0.64 -0.53
H -2.81842 0.77129 -0.43020 -0.43 0.90 0.28
H -1.96383 -0.12343 -1.55794 0.57 -0.54 0.61
H -0.81781 0.83340 1.17887 -0.44 -0.95 0.32
H -2.03729 -0.68906 1.03410 1.32 1.82 0.18
H -0.29118 -1.87764 1.27273 -0.41 0.55 -0.92
H -0.34972 -1.58065 -0.46066 0.33 -0.95 -1.35
H 1.48165 -0.40285 1.78576 -0.08 -0.16 -1.64
H 1.70503 -1.81350 0.70346 0.59 -0.98 1.06
H 3.14564 -0.17780 -0.03208 2.34 -0.41 0.37
H 2.10825 -1.10705 -1.23382 0.58 0.72 0.98
H 2.37765 1.88628 -0.65474 -0.23 -1.13 -0.47
```
Positions in Å, forces in eV/Å.

Its HOMO energy is -8.269 eV. Its net charge is 0. For the LUMO energy, the calculation gives 0.83 eV. The calculation puts the frontier orbital gap at 9.1035 eV. As for the relative energy (zero: lowest compared OMol25 entry of this formula, charge and spin): 1.748 eV. As for the SMILES: BrC1=C2CCCCCC[C@@H]12. The strongest force on any atom is 0.10668 Eh/bohr. The value obtained for the molar mass is 201.11 g/mol.

3.
C6H25NO6 | ωB97M-V/def2-TZVPD

The geometry in XYZ format:
```
38
Properties=species:S:1:pos:R:3:forces:R:3
C -1.28285 -3.45776 -1.54045 0.60 -0.31 0.02
C -1.09984 -2.18872 -0.76040 -0.35 -0.41 0.25
C -0.96874 -2.20289 0.55718 -0.14 0.45 0.75
C -0.71757 -0.99335 1.40849 1.08 1.36 -0.27
C -0.02331 0.16915 0.62740 -0.91 0.17 0.94
C -1.08259 1.09835 0.03255 0.32 -0.23 -0.10
N 0.83739 0.97854 1.49967 0.72 -0.12 -0.71
H -0.79697 -3.36894 -2.51385 -0.25 -0.08 -0.10
H -0.77300 -4.27345 -1.01974 0.01 0.03 -0.01
H -2.31061 -3.80868 -1.65026 -0.13 0.39 -0.19
H -1.08491 -1.24672 -1.29204 0.02 -0.04 -0.14
H -0.99310 -3.12957 1.12316 -0.07 -0.22 -0.26
H -1.57045 -0.49533 1.88313 -0.43 -0.56 -0.08
H -0.03961 -1.19641 2.24132 -0.04 -0.56 -0.06
H 0.65576 -0.24201 -0.10454 -0.16 -0.26 -0.41
H -1.97994 0.55411 -0.25529 0.04 -0.05 -0.20
H -1.36409 1.81486 0.80552 0.02 -0.01 -0.24
H -0.67596 1.62061 -0.83058 -0.13 0.21 -0.08
H 1.50641 0.35071 1.92830 0.05 0.22 0.41
H 0.37933 1.59291 2.15681 -0.38 -0.41 0.18
O -3.54657 -0.51293 -2.96235 -0.12 0.09 0.50
H -3.28721 -0.00122 -3.73130 0.03 -0.29 -0.19
H -3.59715 -1.44504 -3.19549 0.12 0.20 -0.28
O 2.73500 1.68017 -0.65610 -0.25 -0.22 0.14
H 2.04114 1.59260 0.04291 0.37 0.29 -0.13
H 3.00405 2.60809 -0.66369 -0.24 -0.20 0.16
O 2.49204 3.46327 1.50636 0.02 0.42 0.19
H 1.56464 3.19683 1.53789 0.16 -0.02 -0.11
H 2.97008 2.66205 1.74078 -0.01 -0.03 0.01
O 1.80240 -0.32606 -2.25066 -0.02 -0.11 0.24
H 2.11857 0.44058 -1.72793 0.05 0.01 -0.44
H 1.92260 -0.08296 -3.17144 0.06 0.05 0.01
O 2.89114 -1.46132 0.89812 0.30 -0.56 -1.56
H 2.94820 -1.09839 -0.00605 -0.21 0.99 0.45
H 3.05492 -2.35853 0.56289 -0.15 -0.32 1.06
O -1.64212 3.36937 2.29588 -0.14 0.05 0.44
H -1.49809 3.50818 3.23966 0.08 0.09 -0.07
H -2.58897 3.18989 2.24412 0.08 0.01 -0.15
```
Positions in Å, forces in eV/Å.

Its HOMO energy is -8.834 eV. Its net charge is 0. For the LUMO energy, the calculation gives 0.48 eV. The calculation puts the frontier orbital gap at 9.3133 eV. As for the relative energy (zero: lowest compared OMol25 entry of this formula, charge and spin): 1.476 eV. As for the SMILES: C/C=C/C[C@@H](C)N.O.O.O.O.O.O. The strongest force on any atom is 0.03413 Eh/bohr. The value obtained for the molar mass is 207.27 g/mol.

4.
C7H13N2OP3 | ωB97M-V/def2-TZVPD

The geometry in XYZ format:
```
26
Properties=species:S:1:pos:R:3:forces:R:3
C 0.79734 -1.47112 0.62589 2.61 -1.69 1.79
C -0.20306 -2.01245 1.35144 0.12 1.52 -2.53
C -0.65816 -0.78568 -1.12571 1.26 1.93 -2.10
C 0.52049 -0.62801 -0.49306 -0.78 1.64 -1.54
C -1.76977 -1.60681 -0.60461 4.46 -1.54 2.18
C -1.56993 -1.50151 0.93947 -1.57 0.79 -0.41
C 2.52050 0.66272 -1.72510 -0.28 -0.15 3.10
N 1.30654 0.60048 -0.72914 1.70 -2.40 -1.83
N -1.78395 -0.15416 1.40537 -1.30 -2.05 0.01
O -1.43314 2.29044 1.90734 0.26 0.98 0.87
P -0.70155 0.94189 1.38694 1.18 3.36 0.40
P 0.49392 2.04664 -0.58393 0.92 2.05 -0.46
P -3.04561 2.87033 1.95187 2.26 -0.25 -0.08
H 1.92200 -1.61955 0.81147 -1.85 -0.01 0.13
H -0.19530 -2.65196 2.16991 0.67 -0.94 1.30
H -0.79546 -0.05235 -1.99798 -0.19 -1.25 1.22
H -2.59780 -1.24306 -1.02844 -3.71 1.11 -0.93
H -1.63331 -2.67508 -0.79969 -0.09 -0.05 -0.46
H -2.36182 -2.03236 1.41222 -0.49 -1.05 0.38
H 2.97613 1.61767 -1.42683 0.17 -0.34 -0.34
H 3.26518 -0.13917 -1.48742 -0.88 0.48 -0.30
H 2.28419 0.72227 -2.76995 -0.56 -0.27 -0.45
H 1.61330 2.87060 0.03530 -1.43 -0.80 -0.43
H 0.87212 2.60479 -2.02566 -0.48 -0.42 1.26
H -3.00592 2.94347 0.55835 -0.92 0.05 -0.58
H -3.49138 1.57428 2.04732 -1.08 -0.72 -0.19
```
Positions in Å, forces in eV/Å.

Its HOMO energy (alpha / beta) is -5.081 / -8.521 eV. Its net charge is 0. The multiplicity is 3. For the LUMO energy (alpha / beta), the calculation gives 0.46 / -2.19 eV. The calculation puts the frontier orbital gap (alpha / beta) at 5.5414 / 6.3290 eV. As for the relative energy (zero: lowest compared OMol25 entry of this formula, charge and spin): 0.006 eV. The strongest force on any atom is 0.10110 Eh/bohr. As for the expectation value of S²: 2.016. The value obtained for the molar mass is 234.12 g/mol.

5.
C40H51CuI2N2P2SSi2 | ωB97M-V/def2-TZVPD

The geometry in XYZ format:
```
101
Properties=species:S:1:pos:R:3:forces:R:3
Cu -0.60057 -1.28159 -0.80262 -0.87 0.20 0.43
C -2.39032 -3.58680 -3.40103 -0.22 0.08 0.65
Si -3.10839 -3.31592 -1.65535 0.04 0.19 -0.20
C -4.41862 -1.92084 -1.75820 0.51 -0.39 0.05
C -4.09993 -4.88977 -1.22757 0.41 0.49 -0.10
C -1.83053 -2.82476 -0.27357 0.09 -1.04 -0.43
C -2.67166 -2.04291 0.66498 -0.15 -0.20 0.14
C -3.52920 -2.61831 1.61188 -0.10 0.12 0.07
C -4.34378 -1.81327 2.37378 -0.02 0.10 0.01
C -4.31983 -0.43728 2.16539 -0.07 -0.05 0.04
C -3.43202 0.04997 1.23175 -0.09 0.17 0.06
N -2.61641 -0.71674 0.52528 -0.10 -0.58 -0.26
Si -0.89435 -4.19565 0.71477 0.35 0.25 0.01
C -1.82810 -5.78945 1.21201 0.09 0.57 -0.22
C 0.66408 -4.87087 -0.16179 -0.53 0.29 0.35
C -0.43226 -3.33677 2.36961 -0.08 -0.36 -0.55
H -3.17244 -3.94645 -4.06350 -0.27 -0.10 -0.04
H -1.59599 -4.32547 -3.40506 0.19 -0.15 0.01
H -1.99439 -2.67540 -3.83598 0.07 0.18 0.00
H -4.99718 -1.98197 -2.67501 -0.07 -0.15 -0.21
H -3.97542 -0.93059 -1.71483 0.14 0.15 -0.02
H -5.11294 -1.99999 -0.92499 -0.11 0.00 0.17
H -4.97763 -4.94695 -1.86515 -0.15 0.05 -0.18
H -4.44589 -4.88756 -0.20037 -0.07 0.00 0.26
H -3.51995 -5.79169 -1.38822 0.16 -0.19 -0.01
H -3.55075 -3.68671 1.73763 0.01 -0.15 0.02
H -4.99152 -2.24985 3.12285 -0.07 0.02 -0.01
H -4.96375 0.22951 2.71625 -0.05 0.08 0.05
H -3.35340 1.11600 1.02931 -0.09 0.05 0.08
H -2.03040 -6.41847 0.35232 -0.05 -0.12 -0.20
H -2.77099 -5.59904 1.71195 -0.22 0.00 0.09
H -1.21422 -6.36607 1.90004 0.21 -0.01 0.10
H 0.44297 -5.19011 -1.17529 -0.08 -0.04 -0.22
H 1.03135 -5.74019 0.37544 -0.01 -0.20 0.21
H 1.48131 -4.16094 -0.21986 0.11 0.20 -0.03
H -1.33626 -3.08821 2.91899 -0.10 0.02 0.11
H 0.10592 -2.40330 2.22670 0.10 0.18 -0.11
H 0.17234 -3.96963 3.01175 0.16 -0.22 0.07
C 5.67695 3.76017 -0.48111 -0.43 0.06 0.40
S 4.67267 3.60810 1.02588 0.12 0.20 -0.10
C 3.17250 4.51193 0.49810 0.38 -0.34 0.04
C 2.15891 3.64320 -0.22979 0.10 -0.09 0.17
C 1.77961 2.42097 0.60316 0.44 0.29 -0.11
N 0.75538 1.60063 -0.01137 -0.90 -1.03 -0.24
P 1.02127 0.30698 -1.09659 1.19 0.98 0.31
C 1.45561 1.16624 -2.65547 -0.29 -0.20 -0.09
C 0.76704 2.33831 -2.95816 -0.03 -0.10 0.16
C 1.02106 3.02216 -4.13338 -0.04 0.03 -0.09
C 1.95070 2.52911 -5.03505 -0.06 -0.01 0.00
C 2.63080 1.35707 -4.74806 0.04 -0.03 -0.06
C 2.38669 0.67485 -3.56964 -0.06 -0.01 0.09
C 2.63905 -0.33611 -0.54188 -0.22 -0.07 0.01
C 2.61959 -1.42495 0.32506 -0.03 0.04 -0.01
C 3.79444 -1.92351 0.85589 -0.05 -0.06 0.08
C 5.00433 -1.34019 0.51489 0.04 0.00 -0.01
C 5.03152 -0.25338 -0.34311 0.12 0.00 0.04
C 3.85574 0.25623 -0.86445 -0.15 -0.04 0.01
P -0.86599 1.51576 0.57593 0.90 1.29 0.15
C -1.27025 3.31316 0.57064 -0.16 -0.34 0.06
C -1.93679 3.73402 -0.57866 -0.01 -0.05 0.02
C -2.30834 5.05529 -0.74377 -0.01 0.11 -0.05
C -2.03269 5.97024 0.25874 0.03 0.06 -0.04
C -1.37013 5.56035 1.40425 0.05 0.14 0.16
C -0.98574 4.24064 1.56598 0.01 -0.04 -0.08
C -0.54988 1.19618 2.35332 -0.16 -0.11 -0.10
C 0.51994 0.38035 2.71290 0.02 0.07 -0.15
C 0.72963 0.01833 4.03047 0.01 -0.06 0.09
C -0.13987 0.46116 5.01275 -0.01 -0.05 0.06
C -1.21577 1.26282 4.66614 -0.11 0.01 0.12
C -1.43082 1.61726 3.34635 0.07 0.01 -0.08
H 6.57552 3.17373 -0.31892 0.08 -0.05 -0.07
H 5.94050 4.80335 -0.63675 0.07 0.01 -0.11
H 5.12067 3.37354 -1.33007 0.09 -0.05 -0.17
H 3.50078 5.34154 -0.12714 -0.08 0.12 0.08
H 2.74215 4.90919 1.41601 -0.04 0.11 0.04
H 2.56665 3.30955 -1.18569 -0.03 0.07 -0.07
H 1.27052 4.24718 -0.42587 -0.08 -0.03 -0.14
H 1.42029 2.74488 1.58438 0.03 -0.03 -0.02
H 2.68493 1.82545 0.77129 -0.21 0.09 0.09
H 0.03847 2.71848 -2.25372 0.01 0.08 -0.01
H 0.48510 3.93381 -4.34998 -0.07 0.09 -0.02
H 2.12893 3.04067 -5.96937 0.05 0.09 -0.04
H 3.34713 0.95825 -5.44954 0.08 -0.04 -0.08
H 2.92587 -0.23895 -3.36607 0.01 -0.05 -0.01
H 1.66945 -1.88853 0.57348 0.04 -0.06 0.01
H 3.76293 -2.76932 1.52716 0.02 -0.08 0.04
H 5.92690 -1.73459 0.91475 0.06 -0.03 0.03
H 5.97547 0.20052 -0.60566 0.08 0.06 -0.02
H 3.88226 1.10903 -1.52743 0.05 0.06 -0.01
H -2.17294 3.00643 -1.34609 -0.05 -0.05 -0.04
H -2.82190 5.36750 -1.64171 -0.05 0.02 -0.05
H -2.33584 7.00124 0.15200 -0.02 0.09 -0.02
H -1.15687 6.27417 2.18604 0.02 0.10 0.07
H -0.47505 3.93321 2.46872 0.01 0.00 0.04
H 1.20855 0.03151 1.95407 0.04 0.02 0.00
H 1.56841 -0.61534 4.28504 0.03 -0.02 0.02
H 0.00812 0.17144 6.04317 0.04 0.02 0.07
H -1.89468 1.61076 5.43131 -0.07 0.01 0.05
H -2.27912 2.23578 3.08416 -0.06 0.04 0.04
I 0.84211 -2.32939 -2.66243 0.54 -0.98 -1.07
I 2.62866 -3.38441 -4.74934 -0.40 0.29 0.45
```
Positions in Å, forces in eV/Å.

Its HOMO energy (alpha / beta) is -7.680 / -7.870 eV. Its net charge is 0. For the LUMO energy (alpha / beta), the calculation gives -1.63 / -1.64 eV. The calculation puts the frontier orbital gap (alpha / beta) at 6.0466 / 6.2344 eV. As for the relative energy (zero: lowest compared OMol25 entry of this formula, charge and spin): 0.181 eV. The strongest force on any atom is 0.03072 Eh/bohr. The value obtained for the molar mass is 1027.40 g/mol.

6.
C23H16BiN4O4 | ωB97M-V/def2-TZVPD

The geometry in XYZ format:
```
48
Properties=species:S:1:pos:R:3:forces:R:3
Bi -0.24277 0.80594 -0.27930 -0.79 0.18 -0.15
O 0.50245 0.55403 -4.80199 -0.40 0.18 -0.10
C 1.78446 0.17240 -4.80219 0.49 -0.30 0.30
C 2.55237 0.40633 -5.94811 -0.24 0.02 0.00
C 3.86658 -0.00084 -6.00645 -0.17 0.01 0.18
C 4.45002 -0.66316 -4.92502 0.09 -0.01 0.05
C 3.73438 -0.83955 -3.76620 -0.08 0.02 -0.10
C 2.40500 -0.40214 -3.66944 -0.16 -0.01 -0.58
C 1.72922 -0.35853 -2.38536 0.09 0.25 0.20
O 0.45570 -0.30974 -2.29116 -0.27 0.14 0.42
N 2.55268 -0.21562 -1.33805 1.23 -0.22 -0.11
N 1.98854 0.14926 -0.21482 -0.40 0.20 0.86
C 2.65530 0.41330 0.86836 0.25 -0.46 -1.15
C 1.93243 0.86392 2.02007 -0.16 0.36 1.11
C 2.54939 1.12815 3.24948 -0.07 -0.09 -0.56
C 1.78503 1.60680 4.29552 -0.33 0.03 -0.03
C 0.41684 1.79053 4.11291 0.28 -0.04 0.06
C -0.13238 1.49811 2.88196 -0.29 0.16 0.46
N 0.60849 1.05118 1.87698 0.19 -0.25 -0.36
H 0.07489 0.26773 -3.97324 0.21 0.00 -0.20
H 2.08747 0.91061 -6.78200 -0.07 0.00 -0.05
H 4.44756 0.19851 -6.89603 -0.01 -0.04 -0.04
H 5.46956 -1.00380 -4.99339 0.12 -0.08 0.02
H 4.16564 -1.33544 -2.91154 0.15 0.07 0.08
H 3.73170 0.31398 0.89814 0.10 -0.06 -0.08
H 3.61190 0.96827 3.36005 0.05 0.01 -0.04
H 2.24395 1.84218 5.24528 0.02 -0.04 0.03
H -0.21238 2.14979 4.90880 -0.08 0.06 0.08
H -1.18334 1.60685 2.66452 -0.12 0.06 0.11
O -4.30711 0.35092 0.58760 -0.21 -0.07 -0.04
C -3.11321 0.21692 0.54033 -0.31 -0.50 -0.25
O -2.20691 1.04206 0.90973 0.89 0.64 -0.20
C -2.53035 -1.13133 0.07743 -0.38 0.03 0.17
C -3.39335 -2.20598 -0.14587 -0.01 -0.20 -0.21
C -2.85985 -3.45025 -0.35228 0.06 0.36 0.12
C -1.47427 -3.63739 -0.18290 0.28 0.33 -0.02
C -0.89562 -4.92366 -0.15664 0.22 0.00 0.06
C 0.43370 -5.08249 0.12169 -0.24 -0.02 -0.06
C 1.23724 -3.95825 0.36399 -0.14 0.28 -0.05
C 0.71406 -2.69104 0.30588 0.17 -0.08 -0.07
C -0.64680 -2.49225 0.03055 -0.16 -1.10 -0.21
N -1.21486 -1.25527 0.05647 0.17 0.41 0.28
H -4.45328 -2.00706 -0.16042 -0.05 0.04 0.03
H -3.48087 -4.30113 -0.58762 -0.12 -0.08 0.04
H -1.53060 -5.78131 -0.31824 -0.07 -0.08 -0.04
H 0.86625 -6.06784 0.18019 0.03 -0.12 -0.03
H 2.27668 -4.10290 0.61269 0.13 0.06 0.01
H 1.33186 -1.83605 0.51297 0.10 -0.04 0.06
```
Positions in Å, forces in eV/Å.

Its HOMO energy is -10.906 eV. Its net charge is +1. For the LUMO energy, the calculation gives -4.55 eV. The calculation puts the frontier orbital gap at 6.3536 eV. The strongest force on any atom is 0.02462 Eh/bohr. The value obtained for the molar mass is 621.38 g/mol.